C35H41GdN6O5 | wB97M-V/def2-TZVPD

Output
frontier orbital gap (spin up / spin down)	0.240 / 0.165	Eh
ΔE to the lowest compared entry with this formula, charge and spin	0.3034	eV
<S²>	16.013
highest occupied orbital energy (spin up / spin down)	-6.65 / -6.64	eV
spin multiplicity	8

Cartesian coordinates (Å):
Gd1 0.2210 0.0952 -0.4834
C1 0.5172 -3.4145 1.8786
C2 1.9849 -3.4155 1.4372
C3 2.4410 -2.1930 0.6274
N1 1.5156 -1.8935 -0.4535
C4 1.4513 -2.6725 -1.5090
C5 2.4878 -3.5663 -1.8757
C6 2.5176 -4.6625 -2.7153
C7 1.4878 -5.2758 -3.4107
C8 0.1931 -4.7901 -3.4903
C9 -0.3285 -3.5830 -3.0670
C10 0.2528 -2.4796 -2.3836
N2 -0.2966 -1.2909 -2.3503
C11 -1.3429 -0.9573 -3.3031
C12 -2.7520 -0.9937 -2.7110
C13 -3.0212 0.1931 -1.7876
N3 -2.2795 0.1324 -0.5380
C14 -2.8555 -0.4641 0.4908
C15 -4.0916 -1.1454 0.4393
C16 -4.9676 -1.5431 1.4483
C17 -4.9510 -1.2733 2.7980
C18 -3.9198 -0.6001 3.4620
C19 -2.6669 -0.2766 3.0116
C20 -2.0366 -0.5253 1.7428
N4 -0.7590 -0.7051 1.5816
C21 0.0962 -0.9875 2.7300
C22 0.1469 -2.4887 3.0400
H1 0.2623 -4.4341 2.1776
H2 -0.1157 -3.1854 1.0178
H3 2.1500 -4.3015 0.8183
H4 2.6382 -3.5168 2.3106
H5 3.4646 -2.3564 0.2735
H6 2.4919 -1.3131 1.2687
H7 3.4266 -3.3599 -1.3768
H8 3.4876 -5.1443 -2.7901
H9 1.7079 -6.2074 -3.9154
H10 -0.5198 -5.4304 -4.0007
H11 -1.3758 -3.4440 -3.3032
H12 -1.2894 -1.6173 -4.1727
H13 -1.1453 0.0571 -3.6711
H14 -2.8907 -1.9318 -2.1653
H15 -3.4775 -0.9769 -3.5300
H16 -4.0945 0.3041 -1.5993
H17 -2.7108 1.0962 -2.3248
H18 -4.4239 -1.4050 -0.5565
H19 -5.8330 -2.0933 1.0918
H20 -5.8058 -1.5814 3.3857
H21 -4.1136 -0.3443 4.4995
H22 -2.0124 0.1829 3.7415
H23 -0.2262 -0.4661 3.6339
H24 1.0940 -0.6149 2.5087
H25 -0.8372 -2.7833 3.4165
H26 0.8546 -2.6343 3.8640
O1 -3.2417 2.8595 0.6605
C23 -1.9610 2.5972 0.3928
O2 -1.1724 2.1864 1.2119
C24 -1.5441 2.9437 -1.0053
C25 -2.1790 3.8691 -1.8042
C26 -1.6007 4.1627 -3.0403
C27 -0.4136 3.5581 -3.4050
C28 0.1560 2.6312 -2.5346
N5 -0.4213 2.3267 -1.3817
C29 1.5292 1.9742 -2.7726
O3 2.2435 2.5024 -3.6122
O4 1.7591 0.9718 -2.0264
H27 -3.4129 2.5349 1.5601
H28 -3.0885 4.3479 -1.4708
H29 -2.0730 4.8808 -3.6980
H30 0.0971 3.7849 -4.3300
O5 1.8100 1.0814 0.9962
C30 2.7932 1.8095 0.8697
C31 4.0041 1.6567 1.7476
C32 4.0905 2.9417 2.6102
C33 2.7366 3.6294 2.9062
C34 2.2300 4.6027 1.8231
C35 1.7395 3.9139 0.5476
N6 2.7575 2.9433 0.1164
H31 4.9089 1.5223 1.1507
H32 3.8673 0.7688 2.3624
H33 4.7495 3.6665 2.1249
H34 4.5715 2.6791 3.5527
H35 2.8478 4.1940 3.8330
H36 1.9690 2.8732 3.1042
H37 3.0385 5.2987 1.5721
H38 1.4155 5.2060 2.2313
H39 1.5531 4.6265 -0.2558
H40 0.8225 3.3601 0.7387
H41 3.6673 3.3726 0.0131